The following is a quantum chemistry calculation of a 2-piece molecular cluster, C4H11NO2 overall in a non-equilibrium geometry, from OMol25.

```
18
C4H11NO2 (ωB97M-V with the def2-TZVPD basis set)
O -7.37888 -1.20394 2.37987
O -3.80697 -1.94771 -0.09085
N -1.81079 -1.56253 0.70280
C -3.05510 -2.02338 0.84567
C 0.00000 0.00000 0.00000
C -3.41127 -2.55786 2.19592
C -1.22532 -0.80120 -0.43066
H -1.07997 -1.46119 -1.30744
H -2.58393 -3.16449 2.60104
H -1.96545 -0.02722 -0.71103
H -4.30428 -3.19849 2.10248
H -1.24811 -1.55363 1.55711
H -7.41731 -1.08197 1.40421
H -3.63381 -1.74585 2.90847
H -7.30152 -0.29187 2.74099
H 0.79113 -0.57508 0.50990
H -0.30026 0.83856 0.65059
H 0.41232 0.41154 -0.93661
```

Results
- frontier orbital gap (eV) = 10.34
- SMILES = CCNC(C)=O.O
- total charge = 0
- HOMO energy (hartree) = -0.3499
- electronic energy (eV) = -9911.7403
- ΔE to the lowest compared entry with this formula, charge and spin (kcal/mol) = 11.6
- maximum force (Eh/bohr) = 0.06147



The following is a quantum chemistry calculation of C47H50As2F6NO10P2SbTl as an isolated structure in a non-equilibrium geometry, from OMol25.

```
120
C47H50As2F6NO10P2SbTl (ωB97M-V with the def2-TZVPD basis set)
Tl 0.92391 0.97278 -0.34214
Sb 1.91081 -3.18242 -1.61834
As -0.35959 5.04458 0.95696
As -0.86419 1.58378 2.68086
P 0.46051 -1.53512 -3.65744
P 1.63601 -2.47012 2.18236
F 1.72471 -4.16482 -3.33034
F 0.16691 -4.40302 -1.19974
F 3.88971 -3.08252 -2.27864
F 1.57111 -0.18582 -2.41614
F 0.68411 -1.42142 0.63056
F 2.70491 -4.74632 -0.56854
O 1.89571 5.58758 3.53316
O 1.41751 1.39178 4.35226
O -4.13429 2.28948 0.47476
O -3.36449 5.08818 -0.51494
O 0.66991 -1.60602 5.21316
O 0.74901 -1.37582 2.98276
O 2.90881 2.78738 3.40736
O 2.86311 5.20808 1.58486
O -3.65269 1.15258 2.35286
O -3.84479 5.18398 1.63486
N -1.22889 -0.49052 -1.34364
C 2.22071 -2.28132 -5.66824
C -1.56779 0.06328 -2.57134
C 1.66621 -1.22022 -4.95504
C -2.53369 -4.81382 -4.92614
C 5.02451 -1.64682 0.05526
C 2.47821 -3.30882 3.60356
C -0.81059 -3.25802 -5.55974
C -0.80039 -0.21362 -3.70824
C -2.62329 0.96658 -2.67024
C -3.49739 -2.04892 5.07616
C -1.36809 -1.70202 4.01376
C 4.01951 -2.33962 0.71296
C 2.42921 0.91448 5.23156
C -2.66189 4.43558 -1.55454
C 3.11271 0.31118 -6.10994
C 1.93381 4.94588 2.51616
C -3.39229 2.05858 1.40066
C -2.15729 -1.72552 5.16406
C 3.05521 -1.63692 1.41496
C 0.64351 2.83638 2.70246
C -2.43689 -4.38722 -3.61244
C 3.13561 -0.25522 1.52456
C -1.94379 -1.94352 2.76616
C -3.27419 -2.30802 2.69296
C 5.07921 -0.26692 0.11906
C 1.78281 2.36088 3.51146
C -4.04649 -2.37432 3.84426
C -1.59189 2.19308 4.42456
C 3.19201 -2.03492 -6.62184
C -2.89809 1.60048 -3.86584
C -2.12239 1.34378 -4.98414
C -3.15519 4.73748 0.75396
C 0.65371 -3.87262 1.58526
C -1.73449 -4.23352 -5.89684
C 2.13561 0.07598 -5.16384
C -1.95059 3.93398 1.12336
C -0.68879 -2.85572 -4.23774
C 0.08731 -1.55572 4.16416
C -1.52219 -3.40932 -3.27524
C -0.84919 6.49708 2.19926
C -1.08199 0.43588 -4.90144
C -2.07879 2.69188 1.59706
C 0.80061 4.04188 2.15466
C 3.04891 4.29998 0.51926
C 3.63271 -0.74152 -6.84824
C -4.95849 0.59598 2.31626
C 4.15361 0.42918 0.88276
H 4.39091 -0.55542 -7.59164
H -0.48339 0.21478 -5.77304
H 3.31551 0.63518 4.66096
H 2.00241 0.05128 5.73306
H 2.39841 0.25978 2.12746
H 3.47811 1.31538 -6.26624
H -3.27699 4.55608 -2.44434
H -1.63089 3.27988 4.46516
H 3.88801 4.68618 -0.05614
H -1.97699 -0.61732 -0.67874
H 1.91811 -3.29192 -5.44244
H 3.62041 -2.85962 -7.17284
H 5.74491 -2.18912 -0.53304
H -1.33239 -1.87362 1.88026
H -1.83219 -4.54172 -6.92874
H -2.59159 1.79118 4.57326
H -1.32189 6.10118 3.09676
H 1.32481 -4.60062 1.13916
H 2.16461 4.25118 -0.12844
H -3.72719 2.28858 -3.91844
H -5.69209 1.39808 2.20956
H 0.15831 -4.32442 2.44266
H 3.12571 -4.09592 3.23046
H 2.69341 1.69918 5.94206
H 0.05831 7.03648 2.47486
H -2.34209 1.84148 -5.91614
H -1.68349 4.90168 -1.72364
H -5.07759 -2.68972 3.77626
H 3.28191 3.30838 0.91486
H -1.42829 -3.10362 -2.24554
H 1.74881 -3.75812 4.27506
H -0.94489 1.82408 5.21766
H 3.07241 -2.60152 4.17856
H -5.06049 -0.08832 1.47296
H -0.07099 -3.59462 0.83126
H 5.83871 0.27138 -0.42654
H -5.08329 0.06068 3.25246
H 4.24141 1.49898 0.99516
H -3.23319 1.15778 -1.80024
H -4.11049 -2.05912 5.96496
H -3.23369 -5.59192 -5.19524
H -0.19739 -2.81042 -6.32634
H -0.59679 -1.28292 -1.40134
H -2.52979 3.37468 -1.33394
H -3.71599 -2.55262 1.73886
H -1.54239 7.18198 1.70826
H 1.75131 0.88718 -4.56404
H -1.68999 -1.51052 6.11226
H -3.06269 -4.82782 -2.85004
H 3.98531 -3.41282 0.64646
```

Results
- multiplicity = 2
- frontier orbital gap (spin up / spin down) (eV) = 7.65 / 6.26
- total charge = 0
- HOMO energy (spin up / spin down) (hartree) = -0.3023 / -0.3204
- electronic energy (eV) = -239308.5808
- ΔE to the lowest compared entry with this formula, charge and spin (kcal/mol) = 35.2
- maximum force (Eh/bohr) = 0.07984